No. 1
Density functional theory data (ωB97M-V/def2-TZVPD) for a cluster of 11 separate species, C35H79BN3O18 in total in a non-equilibrium geometry.

The geometry in XYZ format:
```
136
Properties=species:S:1:pos:R:3:forces:R:3
O -2.18728 1.41143 -0.26314 2.540 0.168 -0.491
C -1.06112 1.67720 0.14432 -3.335 -0.902 0.774
O 0.12617 1.63337 -0.41438 -0.198 -0.022 -0.124
B 1.09831 2.18220 0.56224 -0.779 -1.219 0.834
O 0.29514 2.57383 1.72862 0.396 0.258 1.073
C -0.93758 2.16694 1.60919 -2.241 1.070 0.154
O -1.89475 2.33081 2.36788 2.446 -0.468 -1.073
O 1.80700 3.28020 0.02021 -0.139 1.099 -0.716
C 3.08657 3.04395 0.03532 1.722 0.010 0.495
O 3.97658 3.77040 -0.31852 -0.504 -0.071 -0.161
C 3.31984 1.66458 0.71054 1.944 -1.155 0.079
O 2.09277 1.17235 1.02690 1.984 0.527 -0.738
O 4.46255 1.19673 0.86209 -3.793 0.818 -0.049
C 3.38858 8.14521 1.42920 1.279 0.719 0.928
O 3.37926 9.50186 0.92964 -0.707 -0.844 -0.581
H 2.46178 7.69951 1.79045 -0.431 0.542 -0.476
H 3.87683 7.45967 0.73657 -0.087 -0.013 0.001
H 4.02516 8.28499 2.30288 0.095 -0.835 0.235
H 3.71152 9.41541 0.03313 -0.136 0.418 -0.133
C 8.71035 3.50258 0.80331 0.547 -0.230 0.532
O 9.03289 2.79081 2.01065 -0.175 0.068 -0.433
H 9.61971 4.05473 0.56604 -0.234 0.322 0.004
H 8.52780 2.84709 -0.04823 -0.239 -0.223 0.095
H 7.85228 4.15297 0.97298 0.107 0.157 -0.232
H 8.21535 2.42357 2.35468 -0.052 -0.109 0.014
C -6.75504 -1.31730 -3.07493 0.662 0.158 1.520
O -7.97754 -1.89387 -2.63442 -0.581 0.110 -0.927
H -5.96661 -2.05131 -3.24140 -0.137 -0.194 -0.435
H -6.85130 -0.63639 -3.92063 -0.563 -0.489 -0.124
H -6.37903 -0.70125 -2.25811 0.214 0.270 0.035
H -7.84739 -2.56185 -1.95733 0.412 0.151 -0.064
C -6.66474 4.94712 2.82153 -0.859 -0.240 1.378
O -6.44373 5.44181 1.54796 0.016 -0.171 -1.103
H -6.88538 5.76610 3.50614 0.325 0.085 0.386
H -7.56748 4.33765 2.86279 -0.287 0.107 -0.668
H -5.94661 4.25262 3.25749 0.742 0.341 -0.275
H -5.59392 5.88051 1.46454 0.072 -0.135 0.279
C -7.34973 -0.43291 6.80782 1.332 0.723 -0.222
C -6.29936 -1.53869 7.00446 0.214 -0.203 1.054
C -5.66768 -1.44806 8.46407 -1.656 -0.560 -1.289
C -6.67087 -1.95715 9.48061 2.812 0.310 -0.008
C -6.96892 -3.42192 9.19996 -1.561 1.545 0.067
C -7.69020 -3.59867 7.81135 0.926 -0.994 0.095
N -6.89952 -2.88189 6.75748 1.520 -0.564 2.570
O -7.34075 -3.04977 5.45472 -0.838 0.255 -0.262
C -7.58923 -5.12882 7.56668 0.556 -0.293 -0.685
C -9.15304 -3.19999 7.89948 -0.078 0.479 0.806
C -5.07107 -1.40489 6.11161 -0.464 0.118 -1.890
H -7.71324 -0.39238 5.78102 -0.278 -0.350 0.105
H -6.77339 0.48524 6.92164 -0.158 0.411 0.070
H -8.15305 -0.39470 7.54356 0.021 -0.333 -0.154
H -4.77192 -2.06864 8.48865 0.029 -0.072 -0.029
H -5.38411 -0.43163 8.73711 0.035 0.178 -0.548
H -7.46347 -1.21677 9.58889 -0.495 -0.614 -0.023
H -6.03210 -1.88985 10.36124 -0.622 -0.168 0.827
H -7.60783 -3.60639 10.06359 -0.674 -1.051 -0.406
H -6.11648 -4.09014 9.32215 0.247 0.412 -0.326
H -8.16895 -5.72937 8.26765 -0.380 0.274 -0.050
H -7.78639 -5.45457 6.54536 -0.757 0.279 -0.080
H -6.57585 -5.51576 7.67362 0.374 0.472 0.333
H -9.27195 -2.18069 8.26689 0.153 0.329 -0.495
H -9.69665 -3.33505 6.96443 0.032 -0.053 0.121
H -9.59868 -3.73832 8.73596 -0.274 -0.587 -0.335
H -4.28914 -0.71078 6.41969 -0.220 -0.041 0.430
H -5.36600 -1.07547 5.11532 -0.112 0.259 -0.171
H -4.63774 -2.37983 5.88840 0.176 -0.096 0.565
H -6.73001 -3.68107 5.06736 0.143 -0.063 -0.074
C 5.84829 0.21271 -5.78366 0.046 0.340 1.228
C 5.60378 1.49310 -6.64309 0.231 0.066 0.453
C 6.11544 2.76919 -5.84576 0.377 0.372 -0.328
C 7.61830 2.96152 -5.81144 0.852 -0.843 -1.630
C 8.18410 3.00870 -7.24978 -2.044 -1.388 0.608
C 7.78691 1.69166 -8.02038 0.871 1.196 -1.120
N 6.33343 1.43030 -7.92598 -0.496 1.507 0.221
O 5.83150 0.39115 -8.76547 0.745 0.682 0.699
C 8.04497 2.03861 -9.54269 0.122 -0.636 0.573
C 8.68808 0.54682 -7.54155 0.041 -0.462 0.038
C 4.08641 1.73624 -6.89116 1.067 0.305 0.154
H 6.64153 -0.44514 -6.13877 -0.287 -0.055 -0.234
H 4.99137 -0.36512 -5.43739 -0.441 -0.148 -0.968
H 6.16817 0.51481 -4.78640 0.575 0.289 0.044
H 5.72898 3.68395 -6.29518 -0.471 -0.092 -0.252
H 5.81809 2.79775 -4.79749 -0.671 -0.507 -0.101
H 8.04760 2.06331 -5.36755 0.347 0.291 0.645
H 7.98452 3.89030 -5.37401 -0.441 -0.214 0.759
H 9.26601 3.12931 -7.19489 -0.096 0.090 -0.521
H 7.63370 3.80232 -7.75507 0.536 0.389 -0.199
H 7.40220 2.83090 -9.92636 -0.663 -0.385 0.299
H 9.01835 2.47117 -9.77403 0.508 -0.472 0.525
H 7.92085 1.10410 -10.08986 -0.071 0.272 -0.412
H 9.75467 0.77114 -7.55409 0.003 0.344 -0.344
H 8.50212 0.25383 -6.50826 -0.201 0.129 -0.001
H 8.55691 -0.34806 -8.14990 -0.093 -0.088 -0.110
H 3.69582 2.07017 -5.92989 -0.364 -0.196 -0.025
H 3.52527 0.88629 -7.27949 0.214 -0.006 0.091
H 4.02247 2.57737 -7.58146 -0.192 -0.072 -0.093
H 6.00118 -0.40021 -8.24917 -0.012 -0.704 0.019
C -1.75586 -6.47218 -2.97574 -0.883 -0.138 1.074
C -0.67021 -5.61845 -2.27875 0.082 0.132 -1.616
C -0.87326 -4.17328 -2.78698 0.326 1.104 2.201
C -0.00526 -3.20052 -1.90571 -1.585 -0.392 0.092
C -0.50584 -3.35154 -0.41304 0.377 -0.148 -1.190
C -0.39450 -4.77718 0.17141 1.046 -0.563 0.047
N -0.85360 -5.81089 -0.81960 -1.038 3.043 -0.828
O -0.55732 -7.09432 -0.46263 0.235 -0.841 0.451
C 1.14302 -4.93969 0.53116 -0.719 0.527 -0.409
C -1.32323 -4.93315 1.41823 0.931 0.382 -0.762
C 0.73870 -6.07176 -2.78789 -0.488 -0.786 0.237
H -1.66712 -7.53533 -2.75231 0.555 -0.155 -0.706
H -2.00886 -6.20255 -4.00111 0.804 -0.338 -0.251
H -2.71008 -6.29863 -2.47830 -0.037 0.546 0.357
H -0.83707 -4.04858 -3.86922 0.849 -0.410 -0.020
H -1.86732 -3.77337 -2.58690 -0.483 -0.554 0.283
H -0.25272 -2.18494 -2.21466 0.218 0.127 0.039
H 1.07563 -3.31576 -1.98637 -0.060 -0.202 -0.030
H -1.53336 -3.00922 -0.29009 -0.131 0.065 -0.409
H 0.10767 -2.64327 0.14379 -0.026 -0.253 0.480
H 1.71415 -4.55931 -0.31573 0.082 -0.125 -0.102
H 1.38928 -4.25110 1.33943 -0.078 -0.200 0.255
H 1.52740 -5.93429 0.75728 -0.391 -0.095 0.170
H -1.33061 -4.00928 1.99661 0.334 -0.033 0.213
H -2.35385 -5.07383 1.09247 0.130 -0.372 -0.028
H -0.92296 -5.76054 2.00415 -0.488 -0.019 0.190
H 0.82382 -7.12142 -2.50669 0.348 -0.235 -0.102
H 1.62271 -5.55886 -2.40899 -0.290 0.285 0.151
H 0.79756 -6.08946 -3.87615 -0.196 0.231 -0.022
H 0.34695 -7.20618 -0.76493 0.571 -0.533 0.249
O -1.22984 5.55481 4.46493 0.017 0.318 -0.014
H -1.24879 4.64363 4.17231 -0.020 -0.393 -0.279
H -1.35399 5.50512 5.41275 -0.021 0.005 0.201
O -0.87651 6.06448 -1.96080 -0.102 0.084 -0.259
H -0.40959 5.35524 -1.51899 0.154 -0.274 0.110
H -0.90975 6.76936 -1.31406 -0.014 0.167 0.161
O 5.00631 8.11352 -2.83193 -0.001 0.309 0.064
H 5.52949 7.63482 -3.47486 0.129 -0.104 -0.148
H 4.53858 7.43265 -2.34831 -0.161 -0.249 0.128
```
Positions in Å, forces in eV/Å.

Values from the calculation:
total charge: -1
gap between HOMO and LUMO: 0.3172 hartree
energy above the lowest of the compared OMol25 structures with the same formula, charge and spin: 75.9 kcal per mole
E: -2924.4278 Ha

No. 2
Density functional theory data (ωB97M-V/def2-TZVPD) for a cluster of 2 separate species, C3H10S3 in total in a non-equilibrium geometry.

The geometry in XYZ format:
```
16
Properties=species:S:1:pos:R:3:forces:R:3
C 2.35805 0.48343 0.15197 0.083 1.515 1.731
S 1.99597 -1.25478 0.04430 -0.084 -0.113 -1.034
C 1.44982 -1.27274 -1.71437 -0.412 -0.623 -0.149
H 1.76120 0.98009 0.93966 0.231 -0.648 0.367
H 3.43230 0.73177 0.44271 -1.318 -0.240 -1.178
H 1.85612 0.98204 -0.67566 1.152 0.060 -0.569
H 1.92634 -2.06500 -2.29980 0.164 0.155 0.272
H 1.53611 -0.33364 -2.26312 0.561 0.073 0.408
H 0.38471 -1.45928 -1.73406 -0.267 -0.257 0.124
C -3.16182 0.11584 1.74018 0.684 0.989 0.005
S -1.44843 0.83462 1.27673 -1.566 -0.661 0.368
S -1.39882 0.71067 -0.81034 0.904 0.804 0.427
H -3.82436 -0.20130 0.91432 0.835 0.059 0.168
H -2.87630 -0.70684 2.39886 -0.515 0.073 -0.140
H -3.70319 0.92213 2.27822 0.451 -0.603 -0.186
H -0.28771 1.53298 -0.68962 -0.902 -0.581 -0.615
```
Positions in Å, forces in eV/Å.

Values from the calculation:
gap between HOMO and LUMO: 0.3127 hartree
SMILES: CSC.CSS
energy above the lowest of the compared OMol25 structures with the same formula, charge and spin: 28.7 kcal per mole
E: -1314.8024 Ha

No. 3
Density functional theory data (ωB97M-V/def2-TZVPD) for the molecule C5H12O in a non-equilibrium geometry.

The geometry in XYZ format:
```
18
Properties=species:S:1:pos:R:3:forces:R:3
C 2.44351 1.07862 -0.56563 0.053 -0.019 -0.026
C 0.96612 1.13721 -0.18593 -0.026 0.054 0.024
C 0.20097 -0.14226 -0.53556 -0.012 -0.070 0.185
C -1.24301 -0.07473 -0.02653 0.043 0.278 1.073
C -2.00944 -1.34511 0.26721 -0.224 -0.425 1.344
O -2.12134 -1.27967 1.79263 -0.612 -1.523 -0.755
H 2.57039 0.89261 -1.63858 -0.028 0.024 0.133
H 2.96108 2.01454 -0.32777 -0.098 -0.143 -0.027
H 2.95291 0.27010 -0.02814 -0.064 0.102 -0.076
H 0.48859 1.99005 -0.68651 0.047 -0.105 0.051
H 0.86304 1.32331 0.89094 0.036 -0.023 -0.137
H 0.29270 -0.31378 -1.62220 -0.311 0.010 0.268
H 0.70712 -0.99430 -0.06079 -0.020 0.051 -0.008
H -1.32456 0.03511 1.10971 1.317 2.243 -1.621
H -1.81894 0.71433 -0.53291 0.071 -0.377 0.112
H -1.51149 -2.27342 -0.02269 -0.120 0.067 0.007
H -3.04964 -1.33066 -0.06800 0.252 -0.139 0.076
H -1.36799 -1.70199 2.24074 -0.304 -0.005 -0.626
```
Positions in Å, forces in eV/Å.

Values from the calculation:
gap between HOMO and LUMO: 0.4095 hartree
SMILES: CCCCCO
energy above the lowest of the compared OMol25 structures with the same formula, charge and spin: 34.7 kcal per mole
E: -272.8934 Ha

No. 4
Density functional theory data (ωB97M-V/def2-TZVPD) for the molecule C26H27FN4O2 in a non-equilibrium geometry.

The geometry in XYZ format:
```
60
Properties=species:S:1:pos:R:3:forces:R:3
C 0.85151 6.19718 -2.60373 0.030 0.231 -0.048
O 0.61409 4.82783 -2.38157 0.023 -0.386 0.110
C 1.36775 4.17432 -1.45264 0.131 -0.135 0.221
C 2.37149 4.76419 -0.69152 -0.227 0.296 -0.318
C 3.08447 4.01742 0.22927 -0.002 -0.486 0.160
C 2.80655 2.66648 0.41132 -0.324 0.535 -0.532
C 3.52814 1.86487 1.37453 0.454 -0.463 0.628
N 3.12492 0.69036 1.65355 -0.381 0.376 -0.589
N 3.80026 -0.07847 2.51377 0.957 0.363 0.605
C 3.43327 -1.36804 2.80232 0.035 -0.001 -0.028
O 4.17706 -2.08288 3.44090 0.000 -0.068 -0.032
C 2.09570 -1.78821 2.30601 -0.281 -0.254 -0.016
C 1.96546 -3.01895 1.67151 0.159 0.158 0.089
C 0.72337 -3.45194 1.24364 -0.053 -0.054 -0.037
C -0.40173 -2.67972 1.48141 -0.040 -0.023 -0.024
C -0.27839 -1.46750 2.14137 -0.020 -0.005 0.130
C 0.96585 -1.01160 2.53916 0.004 -0.098 0.026
C 1.80583 2.07906 -0.36748 0.149 0.273 0.033
C 1.08423 2.80742 -1.28544 -0.042 0.230 -0.097
C 0.00744 2.15785 -2.12203 -0.066 0.012 0.019
N -0.29028 0.83580 -1.61927 0.072 0.005 -0.150
C -1.11705 0.82186 -0.42915 -0.290 0.004 0.103
C -2.62218 0.90800 -0.73828 0.369 0.080 0.257
N -3.00255 -0.18444 -1.61723 -0.143 0.448 -0.310
C -3.28296 -1.42691 -1.07098 -0.181 -0.430 0.095
C -2.89716 -2.62870 -1.68050 0.056 0.276 -0.013
C -3.24993 -3.85409 -1.14850 -0.226 -0.208 0.341
C -3.99505 -3.90160 0.01262 0.061 0.026 -0.085
F -4.33011 -5.10210 0.54473 0.019 0.105 -0.046
C -4.40729 -2.73943 0.63819 0.082 -0.331 -0.017
C -4.05747 -1.52115 0.09570 0.137 0.089 -0.046
C -2.24679 -0.07838 -2.85129 0.321 -0.143 -0.076
C -0.73442 -0.15487 -2.57523 -0.239 -0.106 -0.162
H 0.14424 6.49647 -3.37578 0.070 0.029 0.060
H 1.87090 6.37574 -2.95981 -0.032 -0.010 0.032
H 0.67198 6.78902 -1.70054 0.024 -0.034 -0.029
H 2.60751 5.81013 -0.80880 -0.006 0.093 -0.035
H 3.85714 4.49557 0.81394 0.090 0.047 0.065
H 4.41912 2.30374 1.84127 -0.028 -0.086 0.025
H 4.69556 0.23895 2.89890 -0.317 -0.210 -0.121
H 2.84516 -3.62514 1.51534 0.083 -0.058 0.003
H 0.62842 -4.40100 0.73728 -0.001 -0.079 -0.045
H -1.37427 -3.02347 1.16002 -0.117 -0.030 -0.048
H -1.15902 -0.87927 2.35595 -0.071 0.055 -0.001
H 1.05763 -0.06440 3.04785 0.007 0.087 0.022
H 1.60600 1.02793 -0.24568 -0.088 -0.114 -0.038
H 0.37635 2.07176 -3.14855 -0.104 0.016 -0.011
H -0.86539 2.83039 -2.15215 0.057 -0.060 -0.081
H -0.81399 1.64409 0.21999 0.027 -0.028 0.107
H -0.92606 -0.12273 0.09150 -0.059 0.118 0.053
H -3.18806 0.88081 0.18962 -0.032 0.066 -0.035
H -2.85454 1.84751 -1.25016 -0.036 -0.013 0.078
H -2.30517 -2.62758 -2.58056 0.074 0.048 -0.068
H -2.94038 -4.77070 -1.62576 0.018 -0.105 -0.035
H -5.00166 -2.79503 1.53665 -0.069 -0.021 0.086
H -4.41596 -0.62828 0.58221 -0.034 0.084 0.013
H -2.56352 -0.84718 -3.55512 -0.019 0.038 -0.038
H -2.48682 0.89552 -3.29240 0.003 -0.070 -0.036
H -0.17058 -0.04003 -3.50253 0.033 -0.047 0.003
H -0.50092 -1.13669 -2.14749 -0.017 -0.029 -0.114
```
Positions in Å, forces in eV/Å.

Values from the calculation:
gap between HOMO and LUMO: 0.2934 hartree
SMILES: COc1ccc(/C=N/NC(=O)c2ccccc2)cc1CN1CCN(c2ccc(F)cc2)CC1
energy above the lowest of the compared OMol25 structures with the same formula, charge and spin: 0.1 kcal per mole
E: -1476.2985 Ha

Question: The highest energy above the lowest of the compared OMol25 structures with the same formula, charge and spin belongs to which entry?
Answer: C35H79BN3O18